1.
Computed, not measured: a single C5H7FO2 molecule at a distorted geometry, with ωB97M-V/def2-TZVPD.

Output
SMILES: O=C(CF)OC1CC1
HOMO level: -0.370 Eh
total energy: -445.016368 Ha
gap between HOMO and LUMO: 11.048 eV

Cartesian coordinates (Å):
O 1.468 -0.366 0.509
C 0.286 -0.623 0.474
C -0.318 -1.845 1.192
F -1.676 -1.793 1.170
O -0.649 0.048 -0.225
C -0.375 1.149 -0.970
C 0.849 1.447 -1.772
C 0.567 2.210 -0.521
H 0.005 -2.783 0.671
H 0.071 -1.917 2.192
H -1.325 1.504 -1.379
H 1.641 0.704 -1.648
H 0.791 1.877 -2.780
H 1.049 2.032 0.443
H 0.258 3.235 -0.710

2.
Computed, not measured: a single C5H7FOS molecule at a distorted geometry, with ωB97M-V/def2-TZVPD.

Output
SMILES: C=C(F)[C@H]1O[C@@H]1CS
HOMO level: -0.353 Eh
total energy: -767.856233 Ha
gap between HOMO and LUMO: 10.316 eV

Cartesian coordinates (Å):
C 1.614 -0.641 1.669
C 1.868 -0.454 0.450
F 3.172 -0.451 -0.018
C 0.900 -0.053 -0.591
O 0.138 -1.278 -1.037
C -0.617 -0.272 -0.292
C -1.735 0.245 -0.991
S -2.518 1.327 0.362
H 2.471 -0.759 2.176
H 0.576 -0.807 2.087
H 1.413 0.664 -1.480
H -0.910 -0.776 0.512
H -1.406 0.809 -1.926
H -2.486 -0.639 -1.016
H -1.205 1.606 0.844

3.
Computed, not measured: a single C5H7FS molecule at a distorted geometry, with ωB97M-V/def2-TZVPD.

Output
SMILES: C[C@H]1S[C@H]1/C=C\F
HOMO level: -0.323 Eh
total energy: -692.718774 Ha
gap between HOMO and LUMO: 9.768 eV

Cartesian coordinates (Å):
C 0.777 -0.071 -1.539
C 1.120 -0.568 -0.131
S 1.994 0.654 0.916
C 0.377 -0.133 1.106
C -0.814 0.708 1.106
C -1.924 0.231 0.552
F -1.898 -0.950 -0.078
H 0.015 -0.724 -2.015
H 0.381 0.923 -1.413
H 1.705 -0.043 -2.163
H 1.520 -1.577 -0.098
H 0.383 -0.934 1.864
H -0.811 1.718 1.499
H -2.824 0.768 0.392

4.
Computed, not measured: a single C5H7FS molecule at a distorted geometry, with ωB97M-V/def2-TZVPD.

Output
SMILES: F[C@H]1CC[C@@H]2S[C@H]21
HOMO level: -0.329 Eh
total energy: -692.662850 Ha
gap between HOMO and LUMO: 9.881 eV

Cartesian coordinates (Å):
F 0.655 -2.019 -0.682
C 0.483 -1.120 0.351
C 1.146 0.287 0.122
C -0.057 1.297 -0.355
C -1.069 0.197 -0.652
S -2.570 -0.629 -0.094
C -0.913 -0.671 0.536
H 0.873 -1.601 1.222
H 1.589 0.633 1.043
H 1.971 0.209 -0.597
H -0.420 1.957 0.465
H 0.204 1.880 -1.239
H -0.826 -0.258 -1.598
H -1.067 -0.161 1.478

5.
Computed, not measured: a single C5H7IN2O2S molecule at a distorted geometry, with ωB97M-V/def2-TZVPD.

Output
HOMO level: -0.323 Eh
total energy: -1150.398647 Ha
gap between HOMO and LUMO: 7.523 eV

Cartesian coordinates (Å):
C -0.359 1.472 2.363
C -0.586 1.481 1.180
C -1.033 -1.019 -0.018
C -1.516 0.322 -0.699
C 0.389 -1.531 -0.495
N -0.739 1.440 -0.094
N 1.375 -0.583 0.031
O 2.154 1.781 0.038
O 1.379 0.896 -2.095
S 1.297 0.914 -0.693
I 3.378 -1.029 0.093
H -0.041 1.480 3.403
H -0.988 -0.723 1.033
H -1.801 -1.725 -0.288
H -1.296 0.430 -1.830
H -2.534 0.418 -0.486
H 0.381 -2.459 0.079
H 0.540 -1.566 -1.524

6.
Computed, not measured: 2 unconnected molecules or ions with the total composition C5H7N, with ωB97M-V/def2-TZVPD.

Output
SMILES: CC=C=N.C#C
HOMO level: -0.333 Eh
total energy: -249.344158 Ha
gap between HOMO and LUMO: 9.922 eV

Cartesian coordinates (Å):
C 2.647 0.465 -0.302
C 1.612 -0.041 0.670
C 0.616 -0.822 0.337
N -0.379 -1.474 0.009
H 3.641 0.070 -0.060
H 2.406 0.174 -1.328
H 2.708 1.558 -0.266
H 1.684 0.242 1.717
H -0.248 -2.486 0.046
C -4.168 0.922 -0.205
C -3.180 0.235 -0.208
H -5.045 1.531 -0.202
H -2.293 -0.375 -0.209

7.
Computed, not measured: a single C5H7N molecule, with ωB97M-V/def2-TZVPD.

Output
HOMO level: -0.280 Eh
total energy: -249.231862 Ha
gap between HOMO and LUMO: 8.381 eV

Cartesian coordinates (Å):
C 0.171 2.581 0.538
C 0.121 1.317 -0.005
C 0.271 0.288 -0.736
C -0.125 -1.104 -0.878
C 0.077 -2.062 0.246
N -1.261 -1.611 -0.085
H 1.182 1.615 -0.441
H 0.852 2.793 1.354
H -0.482 3.366 0.173
H -0.089 -1.502 -1.888
H 0.562 -1.694 1.148
H 0.272 -3.106 0.011
H -1.552 -0.881 0.562

8.
Computed, not measured: a single C5H7N molecule, with ωB97M-V/def2-TZVPD.

Output
SMILES: C#CC/N=C/C
HOMO level: -0.339 Eh
total energy: -249.341641 Ha
gap between HOMO and LUMO: 10.238 eV

Cartesian coordinates (Å):
C 2.458 -0.388 0.189
C 1.614 0.397 -0.166
C 0.540 1.351 -0.545
N -0.520 1.071 0.400
C -1.252 0.135 -0.038
C -1.443 -1.041 0.847
H 3.251 -1.039 0.495
H 0.870 2.368 -0.389
H 0.277 1.171 -1.602
H -1.471 0.026 -1.115
H -0.779 -0.889 1.702
H -2.460 -1.269 1.143
H -1.027 -1.873 0.258

In kJ/mol, the energy above the lowest of the compared OMol25 structures with the same formula, charge and spin values for the records above are, in order, 45.0 351.7 77.3 224.2 521.8 338.9 633.7 345.5.
In g/mol, the M values for the records above are, in order, 118.11 134.17 118.18 118.18 286.09 81.12 81.12 81.12.